1.
{"formula": "C5H8O2", "method": "the ωB97M-V functional and the def2-TZVPD basis", "relative_energy_kcal_mol": 91.8, "homo_lumo_gap_ev": 9.14, "mol_weight_g_mol": 100.1, "multiplicity": 1, "lumo_ev": 0.783, "symbols": ["C", "C", "O", "C", "C", "C", "O", "H", "H", "H", "H", "H", "H", "H", "H"], "xyz": [[-1.713921, -0.216975, 0.142079], [-0.507375, 0.666455, -0.112335], [-0.035801, 1.306549, 1.144771], [0.673647, 0.555365, 1.939032], [1.056600, -1.276274, -0.485522], [0.638678, -0.048244, -0.784447], [1.251744, 0.779606, -1.682129], [-1.460926, -1.037124, 0.820596], [-2.533861, 0.360799, 0.577404], [-2.055727, -0.645013, -0.807945], [-0.787379, 1.518856, -0.741947], [0.964039, 1.298785, 2.718127], [1.945142, -1.708337, -0.941909], [0.567193, -1.857573, 0.284672], [1.997942, 0.303132, -2.070440]], "forces_ev_per_angstrom": [[-0.01, -0.01, 0.11], [-0.08, -0.25, -0.29], [0.37, -0.47, -0.09], [-0.39, 0.65, -0.03], [-0.09, 0.13, -0.09], [0.03, -0.23, 0.27], [0.16, -0.09, -0.18], [-0.01, 0.14, -0.08], [0.13, -0.04, -0.02], [0.09, 0.11, 0.21], [0.11, -0.14, 0.22], [-0.11, -0.16, 0.09], [-0.16, 0.10, -0.02], [0.03, 0.12, -0.15], [-0.07, 0.15, 0.02]]}

2.
{"formula": "C26H50CaGeO10P", "method": "the ωB97M-V functional and the def2-TZVPD basis", "relative_energy_kcal_mol": 44.9, "homo_lumo_gap_ev": 9.02, "mol_weight_g_mol": 666.3, "multiplicity": 1, "total_charge": 1, "lumo_ev": -1.862, "symbols": ["Ca", "C", "O", "C", "C", "O", "C", "C", "O", "C", "H", "H", "H", "H", "H", "H", "H", "H", "H", "H", "H", "H", "H", "H", "C", "C", "O", "H", "H", "H", "C", "O", "P", "O", "C", "O", "C", "H", "H", "H", "H", "H", "H", "H", "H", "H", "O", "C", "C", "C", "C", "C", "C", "C", "O", "O", "H", "H", "H", "H", "H", "C", "C", "C", "C", "Ge", "C", "C", "C", "C", "H", "H", "H", "H", "H", "H", "H", "H", "H", "H", "H", "H", "H", "H", "H", "H", "H", "H", "H"], "xyz": [[0.186427, -0.560088, 1.505448], [-0.206800, -4.079569, -0.046558], [-0.203646, -3.221809, 1.081082], [-0.592537, -3.879991, 2.269811], [-0.708466, -2.839074, 3.375079], [0.348451, -1.887033, 3.350777], [1.653971, -2.355609, 3.668515], [2.455457, -2.682893, 2.411522], [2.283660, -1.601766, 1.505508], [3.099664, -1.702813, 0.343162], [-1.213758, -4.451036, -0.255126], [0.457439, -4.936252, 0.111884], [0.139746, -3.497274, -0.896709], [0.141102, -4.657006, 2.527070], [-1.564005, -4.371883, 2.146536], [-0.772527, -3.334021, 4.347464], [-1.606549, -2.243638, 3.221588], [1.620363, -3.222726, 4.331741], [2.150468, -1.533631, 4.187680], [2.124315, -3.616038, 1.946505], [3.510991, -2.791987, 2.682524], [4.148797, -1.840679, 0.616925], [2.990203, -0.770284, -0.210378], [2.786768, -2.543169, -0.284027], [-0.954481, 2.690820, -0.834864], [-0.184365, 1.423023, -0.711191], [0.409417, 1.152524, 0.330422], [-0.419647, 3.512061, -0.355589], [-1.889918, 2.542143, -0.292982], [-1.192954, 2.927538, -1.869388], [4.400075, 0.347845, 3.196148], [3.185132, 0.864182, 3.734842], [1.912279, 1.190275, 2.730296], [2.550029, 2.261471, 1.717140], [3.226815, 3.436673, 2.194148], [1.130734, 2.167464, 3.741592], [0.250270, 1.599203, 4.724729], [5.220364, 0.751609, 3.787062], [4.538445, 0.641518, 2.152814], [4.425225, -0.742686, 3.267478], [3.892793, 3.762104, 1.398767], [3.798787, 3.222542, 3.095936], [2.503775, 4.220931, 2.410769], [-0.213016, 2.431951, 5.245354], [0.813308, 0.999288, 5.442182], [-0.524585, 0.992889, 4.251973], [-3.919793, 1.076525, -0.591083], [-4.523205, 0.171188, 0.232272], [-5.889435, -0.066484, 0.161127], [-6.485814, -0.983373, 1.009797], [-5.719656, -1.656116, 1.947133], [-4.358255, -1.411990, 2.017701], [-3.739344, -0.511699, 1.158771], [-2.237766, -0.386089, 1.226411], [-1.546952, -0.759664, 0.242330], [-1.701320, -0.054199, 2.321493], [-4.592387, 1.510679, -1.125507], [-6.480059, 0.471701, -0.572840], [-7.548506, -1.170206, 0.935853], [-6.177225, -2.369876, 2.618457], [-3.753966, -1.926586, 2.755272], [-1.148563, 0.289064, -7.029985], [-1.137851, 0.672588, -5.552767], [-1.698061, -0.433306, -4.662687], [-1.737443, -0.060217, -3.180961], [-0.001228, 0.108027, -2.230884], [1.747335, 0.563189, -3.122496], [2.428215, 1.803617, -2.530913], [1.786340, 3.103621, -3.017260], [2.167611, 4.306313, -2.157748], [-0.706755, 1.074523, -7.642852], [-2.170362, 0.124799, -7.375231], [-0.583899, -0.630402, -7.192951], [-1.725223, 1.584451, -5.407033], [-0.115206, 0.899656, -5.242807], [-1.109741, -1.345230, -4.805738], [-2.717710, -0.659051, -4.988683], [-2.273425, -0.819565, -2.608246], [-2.280535, 0.878250, -3.044785], [0.358366, -1.214267, -1.528957], [1.638923, 0.686586, -4.200335], [2.377498, -0.316179, -2.971286], [3.485258, 1.805687, -2.811060], [2.393333, 1.769508, -1.436476], [0.698069, 2.983467, -3.024518], [2.087090, 3.284551, -4.051572], [1.943601, 4.117273, -1.105406], [1.624614, 5.199317, -2.468596], [3.235425, 4.514786, -2.240637]], "forces_ev_per_angstrom": [[1.65, -2.13, 0.07], [-0.06, -0.03, -0.10], [-0.07, 0.12, 0.22], [0.17, -0.02, 0.13], [-0.26, -0.25, -0.21], [0.20, -0.48, 0.72], [0.40, 0.04, -0.15], [-0.19, -0.18, 0.17], [0.67, -0.38, -0.05], [0.06, -0.05, -0.08], [-0.01, 0.03, 0.03], [0.02, 0.03, 0.01], [-0.01, 0.00, -0.01], [0.00, 0.01, -0.04], [0.00, 0.00, 0.01], [0.06, 0.06, 0.03], [0.01, 0.00, 0.11], [-0.05, 0.01, 0.01], [-0.06, -0.03, 0.06], [0.00, 0.05, -0.06], [0.00, 0.02, -0.03], [-0.02, 0.05, 0.04], [-0.01, -0.02, 0.00], [-0.04, 0.02, 0.03], [-0.04, 0.04, 0.13], [0.30, -0.03, -0.50], [0.08, 1.73, -1.20], [0.03, -0.03, -0.01], [-0.15, -0.03, 0.03], [-0.02, 0.02, 0.02], [0.02, -0.07, 0.00], [-0.30, -0.09, -0.29], [1.13, 1.31, 1.11], [-0.02, -0.19, 0.08], [0.04, 0.10, 0.01], [-0.08, 0.02, -0.01], [0.03, -0.02, 0.01], [-0.02, 0.00, -0.02], [0.00, 0.01, 0.02], [-0.02, 0.04, 0.00], [0.00, -0.02, 0.00], [0.01, -0.01, -0.01], [-0.04, -0.05, -0.01], [-0.01, 0.00, -0.01], [0.01, 0.03, -0.02], [0.00, 0.01, 0.00], [0.21, 0.07, -0.01], [-0.01, -0.15, 0.03], [0.01, 0.05, -0.05], [0.02, 0.04, -0.04], [0.01, -0.13, 0.10], [0.01, 0.08, 0.03], [0.13, 0.09, -0.07], [-1.17, -0.41, -0.01], [-1.30, 0.10, -0.91], [-1.34, 0.53, 0.64], [-0.02, 0.01, -0.03], [-0.03, -0.01, 0.03], [-0.01, 0.02, 0.01], [0.00, 0.01, 0.00], [-0.04, 0.01, 0.00], [-0.01, 0.08, 0.15], [-0.04, -0.15, -0.09], [0.12, 0.18, 0.05], [0.36, 0.00, 0.10], [0.16, 0.05, -0.48], [-0.23, 0.08, 0.13], [-0.15, -0.01, -0.13], [0.12, -0.01, 0.23], [-0.05, -0.08, -0.14], [-0.01, -0.03, -0.04], [0.01, -0.03, -0.04], [0.00, 0.00, -0.04], [0.02, 0.02, 0.04], [-0.03, 0.08, -0.02], [-0.04, -0.03, -0.04], [0.02, -0.08, -0.02], [-0.01, 0.08, 0.08], [0.00, 0.01, 0.04], [-0.04, -0.09, 0.17], [-0.05, -0.04, 0.01], [-0.08, -0.05, -0.01], [0.02, 0.00, 0.06], [0.07, 0.02, 0.02], [0.00, 0.04, -0.05], [-0.10, -0.04, -0.05], [0.00, 0.02, 0.02], [0.05, 0.03, 0.02], [0.00, 0.02, 0.04]]}